(1)
32
Properties=species:S:1:pos:R:3:forces:R:3 method="wB97M-V/def2-TZVPD" charge=+1 lumo_energy_ev=-2.784 relative_energy_kj_mol=576.5 homo_ev=-12.25 total_energy_ha=-708.2944 molar_mass_da=190.22 gap_ev=9.5
O -2.40536 1.12143 2.18401 0.32 2.25 1.00
C -2.19362 2.25423 1.74601 0.54 -1.95 1.84
C -2.16759 2.33980 0.30278 -1.77 0.89 -3.96
C -2.02775 1.00695 -0.48158 -4.07 -0.54 0.54
C -0.71659 0.39096 -0.59843 0.46 1.94 0.48
C -0.52151 -0.65780 -1.38481 -0.21 1.22 1.78
N 0.81264 -1.17047 -1.32068 1.37 0.30 -0.61
H -1.94239 3.20982 2.38257 -0.72 -1.73 -0.82
H -3.18894 2.84139 -0.02414 2.03 -0.72 0.54
H -1.35057 2.89596 -0.09680 0.15 1.33 0.17
H -2.63561 0.31872 0.15175 0.41 0.07 -0.37
H -2.65340 0.97509 -1.43802 1.12 0.48 0.98
H 0.05359 1.00844 0.02699 -0.94 -2.12 -1.17
H -1.22686 -1.05748 -2.10399 0.14 -0.19 0.28
H 1.21315 -0.63242 -2.10562 1.15 -0.49 0.29
H 0.87133 -2.16310 -1.57852 0.24 0.09 0.75
H 1.31315 -0.96455 -0.38036 -0.96 -0.34 -1.46
H 2.19299 0.31162 1.70901 3.33 3.03 1.88
H 1.19339 -0.75481 2.14238 0.29 0.08 -0.43
O 1.59040 -0.26323 1.39941 -3.49 -3.39 -1.72
H 2.04723 -0.04363 -4.42304 -0.71 1.76 -1.34
H 2.60757 -1.26541 -3.97498 -0.97 1.74 1.88
O 2.15037 -0.42432 -3.57568 1.81 -3.39 -0.81
H 0.43830 -3.37606 3.04254 -1.97 -3.29 0.86
H 0.77096 -2.04774 3.87027 -0.92 2.30 5.54
O 0.79242 -2.56287 3.16677 2.82 1.08 -6.24
H 1.02710 -3.74729 0.35464 0.74 -0.14 -3.95
H 0.84394 -4.47971 -1.19293 1.12 1.94 1.95
O 1.27243 -3.68397 -0.68747 -1.81 -2.38 1.98
H 1.10608 3.08496 0.76651 11.59 -4.46 -6.03
H 0.29412 4.16325 1.00462 -1.98 12.80 -1.92
O 0.43903 3.37224 1.11676 -9.12 -8.17 8.09

=====

(2)
109
Properties=species:S:1:pos:R:3:forces:R:3 method="wB97M-V/def2-TZVPD" charge=-2 lumo_energy_ev="3.454 / 3.454" relative_energy_kj_mol=327.7 homo_ev="-0.66 / 0.09" total_energy_ha=-7613.5543 molar_mass_da=1275.94 gap_ev="4.1 / 3.4"
Lu -0.08036 -0.32345 -1.37393 0.88 -0.19 1.82
N 2.14224 3.80172 -3.02583 0.23 0.12 0.01
C 1.58819 2.59736 -2.67554 0.69 -1.06 0.22
S 0.72350 2.59727 -1.03779 0.26 0.08 -2.13
N 1.92115 1.56106 -3.40194 0.32 2.92 -0.45
N 1.28029 0.38906 -3.34450 0.51 -3.15 -2.28
C 1.55347 -0.37784 -4.45874 -1.12 2.61 2.82
C 1.11187 -1.71299 -4.64994 -1.29 -1.18 1.02
C 1.11760 -2.29710 -5.95031 1.42 -0.56 1.33
C 1.06118 -3.70378 -6.01041 -0.44 1.27 -1.09
C 0.58215 -4.47212 -4.95068 -0.23 1.14 -0.36
C 0.33324 -3.84620 -3.75027 0.32 -1.05 -0.82
C 0.66883 -2.52108 -3.48048 0.44 1.15 -0.56
O 0.58947 -2.07216 -2.25992 0.29 -0.80 -1.88
H 1.72738 4.67450 -2.70521 0.12 -0.64 0.08
H 2.72490 3.82628 -3.85848 -0.55 -0.12 0.26
H 2.10446 0.09133 -5.28466 -0.04 0.10 0.49
H 1.36459 -1.63224 -6.81796 -0.11 -0.94 0.78
H 1.33194 -4.17524 -6.92870 -0.21 -0.31 -0.69
H 0.23585 -5.48721 -5.14054 0.49 0.03 0.25
H -0.07137 -4.48453 -3.02204 -0.53 -0.23 1.41
Br -0.52078 3.30349 1.74829 0.24 -0.66 0.51
C -0.14591 4.86265 0.77793 -0.35 -0.97 -2.46
C 0.20624 6.01927 1.39218 0.36 1.96 1.34
C -0.36212 7.19336 0.91816 0.80 1.46 1.08
C -1.10295 7.24624 -0.23450 -1.05 0.42 -1.17
C -1.20330 6.13444 -1.09797 0.48 0.06 2.24
C -1.96333 6.09090 -2.26236 -0.24 1.99 -0.09
C -2.05561 4.95998 -2.97577 0.95 -2.57 -1.53
C -1.20574 3.84901 -2.70812 -0.75 -0.61 0.04
C -0.42442 3.88800 -1.55135 -0.31 0.54 1.74
C -0.60571 4.93384 -0.59740 0.60 -0.73 -0.44
H 0.91172 6.09155 2.22635 -0.58 -0.35 0.09
H -0.23891 8.13917 1.50543 0.14 -0.88 -0.56
H -1.65520 8.14285 -0.53081 0.28 -0.06 0.20
H -2.44444 7.01699 -2.61426 -0.01 -0.48 0.32
H -2.72570 4.92411 -3.82150 -0.04 -0.15 -0.20
H -1.28112 2.83522 -3.15308 -0.07 1.14 -0.35
C -0.75614 -4.56678 4.56631 1.89 1.18 1.13
C -0.91835 -3.54467 3.48851 -1.48 -0.50 0.29
C -2.12360 -3.43696 2.81761 -1.43 -1.30 0.89
C -2.29163 -2.66278 1.71666 3.04 1.11 -1.11
C -3.47824 -2.62554 0.90009 -1.03 -0.31 -1.13
O -3.52518 -2.91603 -0.28744 0.48 -0.25 0.72
C -4.71042 -2.03071 1.49135 -0.34 0.23 -0.66
C -4.65746 -1.21763 2.61469 -0.41 0.25 -0.34
C -5.67637 -0.31129 2.82026 -0.75 0.73 0.83
C -6.80008 -0.29992 1.99872 0.27 0.25 -0.35
C -6.85284 -1.09521 0.83457 -0.51 -0.55 1.34
C -5.81050 -2.00192 0.62006 -0.77 1.37 0.90
C -1.12889 -1.93790 1.21843 -0.30 -0.65 -0.54
O -1.20842 -1.31228 0.08521 -0.34 0.16 0.65
C 0.08740 -1.94567 1.96206 -1.05 -0.39 1.87
C 0.12392 -2.72980 3.13518 -0.19 0.36 -0.78
C 1.22022 -1.10559 1.59929 -0.59 0.48 1.92
N 1.59225 -1.10679 0.35674 1.59 -1.05 -5.25
C 2.94985 -1.50726 -0.12237 -0.31 -1.01 -0.48
C 3.82866 -2.39864 0.81712 -0.06 0.06 0.52
Te 6.02174 -2.05996 0.38610 -1.45 -0.43 -0.12
C 6.79741 -3.01337 2.09169 0.62 -0.50 0.17
C 6.29856 -4.21732 2.65070 0.81 1.03 0.76
C 6.76228 -4.61277 3.91715 1.18 0.94 0.63
C 7.86088 -3.96110 4.52337 -0.23 0.71 -1.58
C 8.42641 -2.82147 3.85464 0.35 -1.35 0.58
C 7.92903 -2.35141 2.65957 -1.57 0.06 -0.67
C 1.72478 -0.12558 2.48897 0.43 0.66 1.17
C 1.30438 0.05716 3.83240 0.02 -0.24 0.43
C 1.88989 1.03654 4.60716 0.15 0.93 -0.50
C 2.76936 1.94204 4.01833 1.06 -0.01 -0.38
C 3.20983 1.83374 2.68943 -0.40 0.13 0.38
C 2.67414 0.81214 1.96803 -0.34 -1.24 -1.75
H 0.32919 -4.78018 4.54703 -0.41 -0.37 0.33
H -1.27322 -5.47736 4.42946 -0.73 -0.93 -0.38
H -0.95936 -4.20430 5.59688 -0.11 -0.05 -0.47
H -3.00355 -4.04237 3.14240 0.75 0.32 -0.09
H -3.83968 -1.21807 3.30181 0.65 -0.12 -0.01
H -5.61425 0.44801 3.63886 -0.06 -0.94 -0.63
H -7.59622 0.38003 2.30073 0.00 -0.10 -0.49
H -7.78652 -1.10348 0.24591 0.77 0.05 0.08
H -5.82624 -2.62072 -0.23983 0.24 -0.45 -0.62
H 0.92130 -2.76345 3.86212 0.81 0.27 -0.49
H 3.54842 -0.66448 -0.37139 0.74 1.28 -0.01
H 2.92462 -2.02225 -1.13935 -0.63 0.26 1.20
H 3.62120 -3.49601 0.74428 0.16 1.01 -0.01
H 3.72522 -2.06312 1.87577 0.10 -0.28 -0.72
H 5.60409 -4.86645 2.15139 -0.55 0.29 -0.23
H 6.29898 -5.36104 4.55287 -0.11 -0.42 -0.68
H 8.31066 -4.42091 5.41099 -0.25 0.63 -0.19
H 9.32719 -2.35522 4.22124 0.10 0.05 0.41
H 8.29488 -1.42902 2.11560 -0.24 -1.18 1.03
H 0.52721 -0.54641 4.30073 0.22 -0.05 -0.36
H 1.63608 1.22086 5.64685 -0.22 -0.28 -0.07
H 3.24794 2.70952 4.56866 0.09 0.71 0.92
H 3.90823 2.56016 2.23051 -0.52 -0.50 0.43
H 2.86333 0.63467 0.88591 0.13 0.62 1.05
Cl -7.30783 3.44165 -4.31476 0.22 0.12 -0.15
C -5.80172 2.71182 -3.82788 1.35 0.59 1.46
C -5.01182 3.30772 -2.79777 -1.13 0.76 -0.68
C -4.01505 2.56671 -2.16481 0.54 0.36 -0.76
C -3.54737 1.35993 -2.73351 -2.73 0.35 -0.61
C -4.26038 0.82617 -3.88011 0.80 2.44 2.23
C -5.39600 1.52561 -4.37081 0.87 -1.97 0.33
C -2.39984 0.69094 -2.08028 1.82 0.52 0.49
O -1.76548 1.19969 -1.07877 -2.11 -0.37 -1.36
O -1.91231 -0.31162 -2.66782 -0.31 -0.56 -0.57
H -5.19062 4.40771 -2.61831 0.09 -1.51 0.45
H -3.45926 2.99210 -1.31810 -0.28 -0.21 -0.43
H -3.84425 -0.05436 -4.30504 -0.14 -0.70 -0.43
H -6.00373 0.98854 -5.07538 -0.20 0.17 -0.47

=====

(3)
10
Properties=species:S:1:pos:R:3:forces:R:3 method="wB97M-V/def2-TZVPD" lumo_energy_ev=0.566 relative_energy_kj_mol=104.8 smiles="O=C(NO)NS" homo_ev=-9.47 total_energy_ha=-698.6354 molar_mass_da=108.12 gap_ev=10.0
O 0.60975 -0.82660 1.68058 0.45 -0.55 1.13
C 0.22054 -0.32424 0.66314 -1.02 0.89 -2.23
N -1.08643 -0.43478 0.23784 -0.57 -0.67 0.70
O -1.78513 -1.43591 0.96724 1.40 0.15 0.85
N 1.01110 0.46275 -0.15220 0.40 -0.01 0.32
S 0.57127 1.19528 -1.61124 0.18 -0.40 0.18
H -1.35624 -0.50154 -0.73594 0.46 0.12 0.10
H -1.07711 -1.64211 1.66833 -1.21 0.12 -0.92
H 1.93955 0.57585 0.23166 -0.04 0.22 -0.28
H -0.03943 2.29313 -1.14516 -0.05 0.14 0.16

=====

(4)
55
Properties=species:S:1:pos:R:3:forces:R:3 method="wB97M-V/def2-TZVPD" charge=+1 lumo_energy_ev="-5.266 / -5.256" homo_ev="-10.18 / -10.18" total_energy_ha=-2639.7264 molar_mass_da=609.09 gap_ev="4.9 / 4.9"
Pd 0.98571 -0.14067 0.17667 0.54 2.15 -0.14
S 1.05681 -0.14047 2.56127 -0.90 0.05 -1.64
C 2.73751 -0.10577 2.93787 2.12 -0.01 -0.45
C 3.08311 -0.11537 4.30017 -0.49 -0.04 -0.54
C 4.39301 -0.11067 4.70407 0.65 0.01 -0.29
C 5.41761 -0.10247 3.74957 -0.29 0.00 0.64
C 5.10821 -0.07807 2.41557 -0.49 0.01 -0.57
C 3.77601 -0.07657 1.97207 -0.49 -0.05 2.20
S 3.54391 -0.05637 0.26697 -2.67 -0.25 -0.98
H 2.28361 -0.13327 5.02347 -0.10 0.01 0.21
H 4.63941 -0.11287 5.75407 -0.03 -0.02 0.10
H 6.44831 -0.11927 4.06427 0.12 0.04 0.01
H 5.88201 -0.06357 1.66577 0.29 0.01 -0.07
C 0.83261 0.57603 -4.23453 -0.02 -0.29 0.23
C 0.83511 0.85803 -2.75113 -0.01 0.47 -0.29
O 0.76481 -0.13397 -2.00023 0.28 -0.39 0.85
C 0.88141 2.23043 -2.31263 0.05 0.05 0.85
C 0.83471 3.26633 -3.27573 -0.02 0.37 0.03
C 0.81391 4.59233 -2.93443 -0.03 -0.18 -0.26
C 0.80101 4.95913 -1.58313 -0.02 -0.25 -0.07
C 0.85651 3.99953 -0.61713 0.09 -0.41 0.28
C 0.94741 2.61013 -0.92333 -0.12 0.74 -1.61
O 1.10731 1.84793 0.09667 0.07 -1.37 1.42
H 0.82511 -0.49917 -4.39993 0.00 0.05 0.05
H 1.71741 1.00763 -4.69653 0.03 0.03 -0.06
H -0.04929 1.01673 -4.69463 -0.02 0.02 -0.06
H 0.79941 3.01773 -4.32393 0.03 -0.06 -0.06
H 0.79281 5.34973 -3.70083 -0.04 0.05 -0.10
H 0.74221 6.00023 -1.30663 0.02 0.11 0.06
H 0.86001 4.24703 0.43387 0.03 0.07 0.07
N -3.07099 -1.83467 0.13597 2.05 -1.88 -0.05
C -4.12969 -0.96307 0.13067 -1.90 2.28 -0.03
C -5.44579 -1.44047 0.13007 1.09 -0.04 0.01
C -6.51119 -0.56897 0.13217 -0.25 0.97 0.01
C -6.30299 0.81483 0.13217 -0.56 -0.86 -0.01
C -5.02049 1.31033 0.12387 0.92 -0.32 0.04
C -3.93479 0.43793 0.12257 -0.90 -1.43 0.04
S -2.32419 1.09163 0.11437 -0.03 2.19 -0.09
N -1.35859 -0.20207 0.18037 1.40 -5.18 0.07
C -1.73319 -1.50467 0.16337 -1.49 5.11 0.09
C -0.71929 -2.49917 0.17397 2.35 -2.28 0.12
C -0.98379 -3.89757 0.14857 -0.37 1.79 0.03
C 0.04551 -4.79857 0.12627 1.32 -0.02 0.01
C 1.37071 -4.33707 0.14047 -1.19 -0.36 0.00
C 1.58131 -2.97807 0.19487 0.54 0.00 0.04
N 0.59811 -2.08357 0.21247 -1.21 -1.01 -0.02
H -3.30079 -2.81777 0.13807 -0.02 0.24 0.00
H -5.61599 -2.50617 0.12987 -0.04 -0.19 0.01
H -7.51759 -0.95577 0.13757 -0.09 -0.06 0.00
H -7.14569 1.48763 0.14027 -0.06 0.05 -0.01
H -4.83059 2.37233 0.12467 -0.03 0.17 0.00
H -2.00129 -4.26087 0.15137 0.00 0.03 -0.04
H -0.15849 -5.85627 0.10047 -0.05 -0.13 0.00
H 2.20071 -5.02077 0.12097 0.15 -0.04 0.01
H 2.59141 -2.57967 0.22677 -0.17 0.05 0.00